[1]
{"formula": "C3H4N2O", "method": "ωB97M-V/def2-TZVPD", "mol_weight_g_mol": 84.1, "orbital_gap_ev": 7.397, "energy_ha": -301.32934, "spin_multiplicity": 1, "largest_force_ha_per_bohr": 0.06832, "charge": 0, "species": ["N", "C", "C", "C", "O", "N", "H", "H", "H", "H"], "xyz": [[-0.262, -1.439, 0.311], [0.148, 0.833, 0.326], [-0.902, -0.584, -0.516], [0.846, -0.385, 0.403], [0.692, 2.022, 0.595], [-1.139, 0.672, -0.011], [0.000, 2.689, 0.474], [0.043, -2.307, -0.118], [-1.256, -0.873, -1.506], [1.830, -0.628, 0.042]]}

[2]
{"formula": "C2H8NOSi", "method": "ωB97M-V/def2-TZVPD", "mol_weight_g_mol": 90.2, "orbital_gap_ev": 6.972, "energy_ha": -500.48500, "spin_multiplicity": 1, "largest_force_ha_per_bohr": 0.07574, "charge": -1, "species": ["C", "C", "N", "O", "Si", "H", "H", "H", "H", "H", "H", "H", "H"], "xyz": [[-0.511, -1.525, 0.276], [-0.170, 1.677, 0.411], [1.190, -0.134, -1.656], [-2.751, 0.298, -0.345], [-1.223, 0.061, -0.279], [0.366, -1.288, 0.993], [-1.331, -2.061, 0.715], [-0.067, -2.037, -0.585], [-0.343, 1.925, 1.513], [0.948, 1.622, 0.411], [-0.402, 2.566, -0.070], [1.604, -0.099, -0.699], [1.271, 0.818, -2.137]]}

[3]
{"formula": "C22H50BNO8P2S", "method": "ωB97M-V/def2-TZVPD", "mol_weight_g_mol": 561.5, "orbital_gap_ev": 8.226, "energy_ha": -2630.55669, "spin_multiplicity": 1, "smiles": "C#CC[C@]1(P(C)CC)OS(=O)(=O)O[C@]1(B(N)O)P(C)C.CCOCC.CCOCC.CCOCC", "largest_force_ha_per_bohr": 0.04861, "charge": 0, "species": ["C", "C", "C", "C", "P", "C", "C", "C", "O", "S", "O", "O", "O", "C", "B", "N", "O", "P", "C", "C", "H", "H", "H", "H", "H", "H", "H", "H", "H", "H", "H", "H", "H", "H", "H", "H", "H", "H", "H", "H", "C", "C", "O", "C", "C", "H", "H", "H", "H", "H", "H", "H", "H", "H", "H", "C", "C", "O", "C", "C", "H", "H", "H", "H", "H", "H", "H", "H", "H", "H", "C", "C", "O", "C", "C", "H", "H", "H", "H", "H", "H", "H", "H", "H", "H"], "xyz": [[0.066, -1.884, 0.962], [-0.616, -2.380, 0.105], [-1.730, -2.918, -0.714], [-2.211, -2.006, -1.869], [-2.649, -0.189, -1.537], [-4.469, -0.046, -1.903], [-2.517, 0.256, 0.267], [-1.312, 1.243, 0.423], [-3.533, -2.593, -2.189], [-3.443, -3.682, -3.375], [-4.537, -3.631, -4.264], [-3.039, -4.930, -2.841], [-2.209, -2.964, -4.152], [-1.484, -2.070, -3.249], [-1.617, -0.650, -4.048], [-2.851, -0.466, -4.821], [-0.588, 0.299, -4.037], [0.280, -2.714, -3.358], [0.859, -2.359, -5.117], [1.458, -1.735, -2.299], [0.598, -1.377, 1.736], [-1.362, -3.853, -1.172], [-2.587, -3.223, -0.103], [-4.990, -0.708, -1.189], [-4.840, 0.968, -1.716], [-4.728, -0.417, -2.898], [-2.430, -0.598, 0.945], [-3.413, 0.855, 0.494], [-1.452, 1.946, 1.254], [-1.294, 1.853, -0.493], [-0.350, 0.726, 0.510], [-3.069, 0.516, -4.958], [-2.836, -0.967, -5.703], [-0.988, 1.133, -3.759], [1.613, -3.105, -5.383], [1.382, -1.390, -5.053], [0.035, -2.265, -5.832], [1.086, -0.756, -1.972], [1.640, -2.344, -1.405], [2.414, -1.684, -2.837], [0.691, 5.991, 2.446], [-0.303, 5.118, 3.193], [-0.123, 3.730, 2.974], [1.132, 3.192, 3.356], [1.448, 3.361, 4.832], [0.637, 5.798, 1.373], [0.475, 7.046, 2.624], [1.718, 5.803, 2.762], [-1.311, 5.350, 2.845], [-0.287, 5.338, 4.265], [1.930, 3.613, 2.734], [1.087, 2.127, 3.120], [1.511, 4.411, 5.120], [2.404, 2.891, 5.069], [0.670, 2.902, 5.444], [-2.054, 6.096, 8.302], [-1.541, 5.287, 7.123], [-0.765, 4.162, 7.495], [-1.412, 3.189, 8.297], [-2.636, 2.572, 7.642], [-1.223, 6.436, 8.922], [-2.609, 6.967, 7.950], [-2.721, 5.512, 8.939], [-0.887, 5.918, 6.518], [-2.367, 4.981, 6.471], [-1.664, 3.611, 9.276], [-0.673, 2.408, 8.478], [-3.413, 3.313, 7.445], [-3.063, 1.804, 8.289], [-2.368, 2.115, 6.687], [3.745, -6.311, -5.926], [4.314, -4.924, -6.173], [4.858, -4.319, -5.013], [5.930, -5.006, -4.391], [7.140, -5.198, -5.290], [2.972, -6.273, -5.156], [3.308, -6.709, -6.843], [4.510, -7.012, -5.589], [3.510, -4.271, -6.513], [5.060, -4.942, -6.975], [5.584, -5.966, -3.992], [6.218, -4.400, -3.531], [6.908, -5.806, -6.166], [7.942, -5.694, -4.742], [7.506, -4.233, -5.647]]}

[4]
{"formula": "C4H13N2O", "method": "ωB97M-V/def2-TZVPD", "mol_weight_g_mol": 105.2, "orbital_gap_ev": 10.244, "energy_ha": -344.68969, "spin_multiplicity": 1, "smiles": "CNC[C@@H]([NH3+])CO", "largest_force_ha_per_bohr": 0.04359, "charge": 1, "species": ["C", "N", "C", "C", "N", "C", "O", "H", "H", "H", "H", "H", "H", "H", "H", "H", "H", "H", "H", "H"], "xyz": [[-2.182, -1.120, 0.852], [-1.468, 0.171, 0.869], [-0.882, 0.589, -0.377], [0.679, 0.812, -0.300], [1.165, 0.079, 0.957], [1.375, 0.016, -1.408], [2.748, -0.221, -1.152], [-2.736, -1.170, 1.784], [-1.483, -1.894, 0.761], [-2.895, -1.180, 0.037], [-1.965, 0.898, 1.357], [-1.245, 1.548, -0.746], [-1.079, -0.210, -1.090], [0.934, 1.856, -0.155], [2.167, -0.079, 0.970], [0.640, -0.795, 1.018], [0.759, 0.557, 1.762], [1.322, 0.497, -2.387], [0.879, -0.937, -1.507], [3.268, 0.582, -1.246]]}

[5]
{"formula": "C4H10N6O2", "method": "ωB97M-V/def2-TZVPD", "mol_weight_g_mol": 174.2, "orbital_gap_ev": [8.265, 4.661], "energy_ha": -636.68341, "spin_multiplicity": 3, "s_squared": 2.012, "largest_force_ha_per_bohr": 0.15753, "charge": 2, "species": ["C", "C", "C", "C", "N", "N", "N", "N", "N", "N", "O", "O", "H", "H", "H", "H", "H", "H", "H", "H", "H", "H"], "xyz": [[-0.878, -1.046, 0.551], [-2.572, 0.556, 0.561], [2.265, 0.136, 0.458], [-0.321, 0.401, 0.300], [-2.158, -0.803, 0.721], [-1.431, 1.199, 0.282], [3.202, 1.040, 0.516], [0.922, 0.906, 0.304], [-0.097, -2.049, 0.726], [-0.462, -0.088, -1.919], [-3.707, 0.873, 0.690], [2.274, -1.041, 0.630], [-2.984, -1.519, 0.553], [-1.289, 2.195, 0.429], [3.111, 1.927, -0.022], [4.070, 0.664, 0.593], [1.112, 1.873, 0.099], [0.915, -1.948, 0.433], [-0.580, -2.963, 0.953], [0.149, 0.634, -2.322], [-1.428, 0.056, -2.316], [-0.114, -1.002, -2.220]]}

Number 5 is which compound?
C4H10N6O2

Number 3 is which compound?
C22H50BNO8P2S